1.
34
Properties=species:S:1:pos:R:3:forces:R:3:mulliken_charge:R:1 method="wB97M-V/def2-TZVPD" total_charge=0 homo_energy_ev=-8.2 energy_ev=-32218.76678
S -2.748 -1.213 -1.752 0.019 -0.052 -0.060 -0.08
O -1.968 -1.994 1.994 -0.098 0.043 0.036 -0.61
O 4.489 -0.527 0.283 -0.322 -0.120 0.119 -0.42
N -0.073 -1.251 1.094 0.248 -0.548 0.286 0.10
C -2.978 2.231 1.217 0.025 0.023 0.049 -0.84
C 5.574 0.128 -0.329 0.179 0.118 -0.110 -0.86
C 0.557 0.553 -0.473 -0.121 0.088 -0.072 0.02
C -2.269 1.105 1.587 0.017 -0.054 -0.042 0.06
C -1.418 -1.162 1.298 0.009 -0.057 0.070 -0.49
C -2.164 0.006 0.738 -0.387 0.211 0.075 -0.04
C 2.204 -0.804 0.623 0.055 0.041 -0.021 -0.49
C 1.579 1.236 -1.103 -0.068 -0.114 0.121 -1.21
C -3.610 2.265 -0.017 0.053 0.048 0.009 -0.52
C -2.819 0.033 -0.493 0.125 -0.351 -0.039 0.91
C 0.869 -0.480 0.408 0.419 0.370 -0.316 0.76
C -3.532 1.175 -0.858 0.072 -0.114 0.013 -0.54
C 3.229 -0.113 -0.015 -0.226 0.003 -0.016 0.35
C 2.910 0.922 -0.889 0.394 -0.009 -0.004 -0.37
C -2.480 -2.798 -0.910 -0.006 0.376 -0.049 -0.77
H -4.024 1.184 -1.819 -0.113 0.030 -0.085 0.40
H 3.676 1.479 -1.402 0.103 0.031 -0.032 0.41
H 2.476 -1.603 1.296 0.024 -0.109 0.106 0.38
H 5.603 1.190 -0.065 -0.010 -0.042 -0.023 0.35
H 5.543 0.024 -1.418 -0.007 0.018 0.045 0.35
H 1.331 2.034 -1.786 -0.023 0.068 -0.062 0.38
H -3.086 -2.847 -0.012 -0.004 -0.120 0.022 0.28
H -0.462 0.826 -0.676 -0.042 0.018 -0.042 0.19
H 6.468 -0.362 0.054 -0.036 0.067 -0.056 0.25
H -4.169 3.137 -0.319 -0.051 0.077 -0.029 0.39
H -2.799 -3.556 -1.620 -0.008 -0.024 -0.044 0.42
H 0.334 -2.027 1.608 -0.229 0.115 -0.075 0.23
H -1.428 -2.933 -0.678 -0.017 -0.122 0.059 0.20
H -1.774 1.065 2.547 0.038 0.017 0.105 0.45
H -3.040 3.075 1.887 -0.011 0.071 0.063 0.40

2.
14
Properties=species:S:1:pos:R:3:forces:R:3:mulliken_charge:R:1 method="wB97M-V/def2-TZVPD" total_charge=0 homo_energy_ev=-9.1 energy_ev=-38794.37912
S 0.850 2.108 0.284 1.751 -3.026 -0.767 -0.21
S 0.712 -2.378 0.837 1.507 -1.970 0.144 -0.23
S 1.037 -1.092 -1.752 -0.994 0.324 1.172 -0.15
O -2.600 1.432 1.330 3.430 2.784 -6.201 -0.49
C 0.255 -1.192 -0.257 1.318 0.191 -2.342 0.24
C -0.661 1.207 -0.179 -0.005 -1.740 -0.789 -0.11
C -1.894 1.829 0.293 -3.144 1.548 3.605 0.01
C -0.815 -0.283 0.232 -2.086 -0.171 -0.056 -0.52
H -1.965 2.783 -0.564 -1.368 -1.750 3.011 0.21
H -0.824 1.342 -1.283 0.754 -0.675 0.697 0.38
H -0.957 -0.371 1.437 -0.091 0.127 -3.192 0.25
H -1.830 -0.542 -0.506 2.601 0.092 2.713 0.27
H 1.716 -3.088 0.045 -1.675 1.325 1.094 0.18
H 1.760 0.844 -0.204 -1.997 2.943 0.909 0.18

Max |F| per entry: 0.67 7.61 eV Å⁻¹
ΔE to the lowest compared entry with this formula, charge and spin per entry: 15.0 85.9 kcal per mole
Kohn-Sham gap per entry: 9.0 8.2 eV